73
Properties=species:S:1:pos:R:3:forces:R:3 method="wB97M-V/def2-TZVPD" spin_multiplicity=2 charge=-2 orbital_gap_ha="0.199 / 0.197"
Ru 0.820 0.556 0.286 -0.35 -0.11 -0.93
Se -4.440 0.639 2.124 0.24 -0.03 -0.12
Sb -2.450 1.235 0.840 -0.32 -0.18 -0.10
Se -0.375 1.274 2.320 0.02 0.02 0.46
Se -1.358 -0.653 -0.490 0.25 0.68 0.30
Se -2.570 3.275 -0.466 0.00 -0.01 0.06
S 1.578 2.517 -0.744 -0.13 -0.04 -0.06
C 2.469 3.273 0.504 0.17 0.05 0.08
N 3.721 3.702 0.230 -0.05 -0.01 0.03
C 4.620 4.211 1.251 -0.01 -0.02 -0.01
C 3.812 4.919 2.326 0.02 -0.02 -0.01
C 2.727 3.982 2.831 -0.02 0.00 0.03
N 1.964 3.483 1.707 -0.15 0.12 -0.07
H 4.118 3.287 -0.600 0.00 0.00 0.00
H 5.328 4.895 0.780 0.00 0.00 0.00
H 5.192 3.386 1.691 0.00 0.00 0.01
H 3.352 5.818 1.911 0.00 0.00 -0.01
H 4.467 5.216 3.147 0.00 0.00 0.00
H 2.039 4.503 3.497 0.00 -0.02 0.01
H 3.167 3.147 3.387 0.01 0.00 -0.01
H 1.026 3.086 1.872 0.07 -0.03 0.04
C -0.628 -5.025 -2.647 0.04 -0.03 -0.04
C -0.569 -5.282 -1.142 0.06 0.07 0.10
C -0.151 -6.729 -0.902 -0.02 -0.01 0.02
C -1.973 -5.081 -0.573 -0.01 0.02 -0.01
Sb 0.686 -3.588 -0.362 0.14 -0.07 0.01
C 2.768 -4.243 -0.868 0.00 -0.05 -0.02
C 3.753 -3.595 0.102 0.03 0.04 0.04
C 2.997 -3.619 -2.244 0.00 0.00 -0.05
C 3.067 -5.736 -0.947 -0.01 -0.03 0.02
C 0.571 -3.828 1.846 -0.01 0.06 -0.02
C 0.878 -5.228 2.360 0.03 -0.03 -0.02
C -0.838 -3.407 2.270 -0.05 -0.04 -0.02
C 1.526 -2.815 2.482 -0.01 0.02 0.01
H -1.316 -5.739 -3.121 0.00 0.01 0.00
H 0.352 -5.146 -3.119 -0.01 0.00 -0.01
H -0.984 -4.016 -2.868 0.00 0.00 0.00
H -0.959 -7.400 -1.234 0.00 0.02 -0.01
H 0.036 -6.944 0.150 0.00 0.00 0.01
H 0.740 -6.999 -1.464 0.03 -0.01 0.00
H -2.692 -5.668 -1.163 0.01 0.00 0.00
H -2.292 -4.036 -0.601 0.00 0.00 0.01
H -2.040 -5.429 0.458 -0.01 0.00 0.00
H 3.518 -2.545 0.291 -0.01 -0.01 0.00
H 4.763 -3.636 -0.331 -0.01 -0.02 -0.01
H 3.788 -4.126 1.055 -0.02 0.00 0.02
H 2.855 -2.538 -2.219 -0.01 0.01 0.00
H 2.320 -4.027 -3.000 0.00 0.01 0.00
H 4.026 -3.814 -2.579 0.00 -0.01 0.02
H 2.776 -6.278 -0.045 0.00 0.01 0.01
H 4.149 -5.883 -1.089 -0.01 0.01 -0.01
H 2.569 -6.201 -1.799 -0.02 -0.01 -0.01
H 0.146 -5.957 2.006 0.00 -0.01 0.00
H 0.843 -5.239 3.459 0.00 0.03 0.00
H 1.873 -5.568 2.059 0.00 -0.01 -0.01
H -1.616 -4.056 1.870 -0.01 -0.01 0.02
H -1.065 -2.386 1.958 0.00 0.00 0.00
H -0.907 -3.447 3.365 0.02 0.01 0.00
H 2.574 -3.082 2.371 0.05 -0.02 -0.02
H 1.313 -2.757 3.558 -0.02 0.00 -0.01
H 1.389 -1.810 2.074 0.01 -0.01 0.00
Cl 3.309 0.093 -3.030 0.00 -0.01 -0.04
C 4.261 0.372 -1.605 0.02 0.02 0.10
C 5.575 0.765 -1.751 -0.03 -0.01 -0.05
C 6.366 1.035 -0.637 0.04 0.01 0.00
C 5.801 0.902 0.625 -0.02 0.00 0.03
C 4.482 0.522 0.763 0.03 -0.07 -0.07
Cl 3.817 0.388 2.369 0.00 0.05 0.02
C 3.624 0.215 -0.336 -0.07 0.01 -0.04
N 2.378 -0.241 -0.198 0.14 -0.34 0.31
H 5.976 0.865 -2.752 0.00 0.00 0.00
H 7.401 1.330 -0.752 0.00 -0.01 0.00
H 6.386 1.090 1.518 0.00 0.00 0.00


79
Properties=species:S:1:pos:R:3:forces:R:3 method="wB97M-V/def2-TZVPD" spin_multiplicity=1 charge=-1 orbital_gap_ha=0.299
C 0.137 -2.458 0.794 0.03 0.05 -0.11
C 1.643 -2.579 0.829 0.45 -0.26 -0.24
O 2.209 -3.639 1.074 -0.11 0.18 0.22
N 2.336 -1.434 0.529 -0.69 0.18 1.01
C 3.623 -1.173 1.187 0.10 -0.23 -0.41
C 3.638 0.171 1.895 0.13 -0.01 0.01
C 3.632 1.418 1.007 -0.13 0.19 -0.06
C 2.233 1.847 0.520 0.03 -0.26 -0.15
Ga 1.689 1.313 -1.336 -0.01 -0.43 0.20
S 1.838 3.289 -2.726 -0.18 0.04 -0.04
O 1.600 2.960 -4.116 0.02 0.13 -0.11
O 1.161 4.455 -2.206 -0.04 0.04 -0.02
F 3.405 3.784 -2.745 0.13 -0.08 0.05
H -0.295 -3.348 1.240 -0.02 -0.05 -0.05
H -0.203 -2.346 -0.236 0.01 -0.05 -0.03
H -0.202 -1.579 1.343 0.02 0.02 0.07
H 1.726 -0.629 0.594 0.10 0.07 -0.31
H 3.801 -1.983 1.898 -0.01 -0.05 -0.01
H 4.424 -1.220 0.446 0.04 0.03 -0.02
H 4.535 0.186 2.520 0.06 -0.02 -0.01
H 2.792 0.222 2.587 -0.01 0.03 0.05
H 4.061 2.219 1.609 0.02 0.08 -0.02
H 4.302 1.280 0.151 0.09 -0.12 0.08
H 1.486 1.426 1.201 -0.07 0.15 0.07
H 2.115 2.928 0.612 -0.01 0.03 -0.04
H 0.141 0.989 -1.484 -0.04 0.12 -0.06
H 2.616 0.264 -2.076 0.14 0.14 -0.10
C 2.142 -5.583 4.702 -0.10 -0.01 0.01
C 2.267 -4.096 4.517 0.06 0.09 -0.07
C 2.577 -3.288 5.765 0.02 -0.08 0.00
O 1.943 -2.038 5.493 -0.05 0.02 0.04
C 0.923 -2.269 4.626 -0.01 0.03 -0.03
O 0.085 -1.476 4.343 0.03 -0.01 0.01
O 0.996 -3.527 4.146 -0.05 0.00 -0.06
H 3.091 -5.993 5.051 0.00 -0.01 -0.01
H 1.363 -5.812 5.431 0.03 0.00 0.03
H 1.885 -6.057 3.756 0.02 0.01 -0.01
H 2.972 -3.863 3.714 -0.04 0.01 -0.03
H 3.637 -3.125 5.942 0.00 0.05 -0.05
H 2.113 -3.730 6.652 0.04 -0.02 0.01
C 0.501 1.633 -6.813 -0.03 0.08 0.08
C -0.049 0.265 -6.528 0.00 -0.08 -0.06
C -1.037 -0.278 -7.546 0.02 0.05 0.00
O -1.881 -1.118 -6.752 -0.05 0.05 0.02
C -1.838 -0.649 -5.477 -0.02 -0.04 0.02
O -2.579 -1.013 -4.615 0.05 0.01 -0.03
O -0.871 0.262 -5.337 0.03 0.00 0.02
H 1.040 1.614 -7.763 -0.01 -0.01 -0.01
H -0.309 2.361 -6.877 0.00 -0.01 -0.04
H 1.178 1.957 -6.025 -0.03 -0.01 0.02
H 0.755 -0.456 -6.359 0.01 0.02 0.03
H -0.586 -0.867 -8.340 0.02 -0.04 0.03
H -1.644 0.526 -7.973 0.02 0.00 -0.04
C -5.583 -2.093 -3.923 -0.06 -0.07 0.02
C -6.192 -1.519 -2.677 0.01 0.04 0.07
C -5.580 -1.986 -1.369 0.01 -0.03 -0.05
O -6.692 -1.920 -0.465 -0.02 -0.07 0.01
C -7.828 -2.051 -1.188 -0.03 0.01 0.04
O -8.909 -2.225 -0.721 0.03 0.01 -0.01
O -7.563 -1.957 -2.506 -0.01 0.04 -0.03
H -4.535 -1.799 -3.980 -0.03 -0.04 -0.08
H -5.655 -3.182 -3.913 0.03 0.00 0.03
H -6.094 -1.723 -4.811 0.01 0.02 0.00
H -6.211 -0.427 -2.714 0.02 0.00 -0.02
H -4.774 -1.358 -1.002 -0.03 0.04 0.01
H -5.245 -3.024 -1.436 0.04 0.02 0.00
C -1.236 5.635 2.890 0.05 0.01 -0.06
C -0.344 4.849 3.813 0.01 0.01 0.08
C 0.762 5.633 4.501 -0.02 0.03 -0.07
O 1.789 4.652 4.654 0.06 0.01 -0.04
C 1.621 3.719 3.676 -0.10 -0.02 -0.18
O 2.409 2.884 3.384 0.12 0.05 0.37
O 0.424 3.891 3.073 -0.03 -0.08 0.02
H -1.764 6.407 3.453 -0.01 0.00 -0.01
H -0.644 6.104 2.104 0.00 0.02 0.01
H -1.970 4.983 2.420 0.00 0.00 0.01
H -0.930 4.296 4.554 -0.02 0.02 -0.01
H 0.492 6.030 5.476 0.00 -0.05 0.03
H 1.133 6.437 3.859 -0.02 0.02 0.02


Energy relative to the best compared isomer or geometry (same formula, charge and spin) across the listed records, respectively: 29.5; 0.0 kcal per mole.